Formula: C24H29BBr2F5LiMgN4O18S3V
Source: OMol25
Level of theory: the ωB97M-V functional and the def2-TZVPD basis

```
89
Properties=species:S:1:pos:R:3:forces:R:3:mulliken_charge:R:1
N 3.5633 -5.1036 -1.4063 -1.06 1.37 0.32 -0.55
B 2.2199 -5.0510 -0.8695 0.56 -0.93 -0.33 0.30
O 1.7784 -6.2417 -0.3056 0.43 0.80 0.72 -0.40
C 1.2939 -3.7426 -0.8708 -0.29 0.28 -0.45 0.22
C 1.7817 -2.5144 -0.6438 -0.76 -0.31 -0.15 0.42
C 3.1999 -2.1582 -0.3540 0.24 0.89 0.12 -0.73
C 3.7941 -1.5696 -1.6403 -0.29 -0.39 0.00 0.27
O 3.1447 -1.5959 -2.6543 -0.10 0.35 -0.16 -0.50
C 0.8130 -1.3574 -0.6493 0.69 -0.12 0.45 0.33
O 1.1259 -0.3552 -0.0525 -0.23 0.39 -0.22 -0.70
C -0.5223 -1.4740 -1.3559 0.06 0.30 -0.16 0.69
C -1.2413 -0.2184 -1.7549 0.62 0.21 0.56 -0.42
O -1.9124 -0.0821 -2.7279 -0.16 -0.36 0.16 -0.44
N -1.0406 0.9473 -0.8667 -1.20 -1.55 0.11 0.58
C -2.1988 1.5411 -0.4164 -0.18 2.38 -1.76 0.30
O -2.3560 2.7288 -0.5624 -0.06 -0.14 0.72 -0.46
F -3.1326 0.8635 0.2322 0.71 -1.05 -0.33 -0.17
C -1.0140 -2.6951 -1.6033 0.58 -0.04 -0.21 0.22
S -2.5611 -3.0171 -2.4389 -0.23 -1.32 -1.95 1.63
O -2.5438 -2.5391 -3.8666 1.03 0.98 2.07 -0.59
O -2.8410 -4.4169 -2.4803 1.20 -0.40 1.94 -0.50
C -3.9323 -2.1761 -1.3417 0.20 -0.08 1.22 0.69
F -3.3030 -1.8080 -0.2102 0.41 0.42 -0.03 -0.22
F -4.8088 -3.0847 -0.9430 0.20 -0.06 0.14 -0.20
F -4.5465 -1.1267 -1.8522 0.67 0.78 0.99 -0.13
C -0.1898 -3.8862 -1.0930 0.35 -0.68 0.12 -0.39
O -0.7150 -4.9354 -0.8303 -0.43 0.14 0.05 -0.56
H 4.1948 -5.1007 -0.6080 0.35 -0.72 -0.31 0.29
H 3.8038 -4.2628 -1.9309 0.36 -0.23 -0.18 0.25
H 1.3138 -6.0003 0.5042 -0.66 -0.41 -0.22 0.23
H 3.7989 -2.9647 0.0622 -0.01 -0.04 -0.24 0.45
H 3.2404 -1.3408 0.3792 -0.08 -0.18 -0.06 -0.07
H 4.7847 -1.1097 -1.5994 -0.13 0.10 0.24 0.26
H -0.4565 1.6393 -1.3225 -0.04 0.12 0.08 0.26
Mg -1.0042 2.3864 1.6782 0.36 0.60 0.81 0.27
C 3.9762 4.7775 3.9579 -0.28 1.72 -1.49 -0.06
C 3.0411 4.0463 3.1437 -0.33 -0.68 0.17 -0.55
C 3.3788 2.8201 2.6721 -0.47 0.11 -0.04 -0.14
C 4.6446 2.2810 2.9945 0.15 0.72 0.45 0.08
C 5.5679 2.9499 3.7642 0.14 -0.63 -0.14 -0.29
C 5.2512 4.2082 4.2548 0.85 0.18 0.98 -0.47
N 4.9804 0.9365 2.4896 0.14 -0.23 -0.11 1.08
O 4.1489 0.3819 1.7965 -0.14 0.09 -0.02 -0.66
O 6.0511 0.4737 2.7968 0.08 0.04 0.04 -0.58
H 3.7036 5.7511 4.3764 -0.65 -1.08 1.90 0.27
H 2.0761 4.4732 2.9108 0.02 0.07 0.08 0.46
H 2.6781 2.2732 2.0585 0.15 -0.16 0.00 0.50
H 6.5279 2.5150 3.9974 -0.06 -0.06 0.07 0.50
H 5.9664 4.7443 4.8686 0.11 0.01 -0.15 0.43
Br 4.0248 6.5282 2.5810 0.86 -0.42 -0.46 0.02
C -3.7221 8.0766 1.0365 0.13 0.15 0.02 -0.80
S -3.7178 6.4659 1.8268 -0.17 0.03 -0.02 0.40
O -2.2923 6.0270 1.9267 0.12 -0.20 -0.08 -0.61
C -4.4566 5.5755 0.4543 0.11 -0.36 0.15 -0.37
H -3.2593 8.7882 1.7186 0.00 -0.09 0.08 0.37
H -3.1544 8.0345 0.1084 -0.05 -0.08 -0.02 0.24
H -4.7489 8.3775 0.8352 -0.01 -0.07 -0.04 0.28
H -3.8444 5.6936 -0.4362 0.00 0.07 0.02 0.22
H -5.4566 5.9580 0.2737 0.03 0.08 0.01 -0.03
H -4.5115 4.5205 0.7237 0.07 0.04 0.13 0.29
Br -4.7351 -2.9681 -3.5935 -3.27 -0.75 -4.14 -0.19
C -5.9338 7.2117 -2.6087 0.09 0.06 -0.15 0.12
O -5.2221 7.3465 -1.6276 -0.21 0.16 -0.13 -0.53
N -7.2758 7.1526 -2.5855 0.00 -0.04 -0.12 0.10
C -8.0612 6.9916 -3.7953 -0.09 0.02 0.27 -0.93
C -7.9616 7.2544 -1.3078 0.28 0.05 0.01 -0.88
H -5.5152 7.1262 -3.6241 -0.02 -0.01 -0.01 0.27
H -8.7328 7.8440 -3.9113 -0.04 -0.05 -0.11 0.34
H -8.6526 6.0766 -3.7281 -0.04 0.02 -0.12 0.34
H -7.4126 6.9308 -4.6664 0.05 0.01 0.04 0.29
H -7.7140 8.2053 -0.8340 -0.07 -0.03 0.07 0.30
H -7.6354 6.4471 -0.6511 -0.10 0.03 0.06 0.21
H -9.0363 7.1904 -1.4551 0.02 -0.01 -0.07 0.38
C 3.1949 -10.8514 0.1334 0.00 -0.45 0.12 -0.19
C 1.8951 -10.5817 0.8675 -0.22 0.50 -0.65 -0.31
O 2.3182 -10.1577 2.1924 0.08 -1.28 0.29 -0.45
S 3.7336 -9.3618 2.0624 0.53 0.41 -1.02 1.15
O 3.4787 -7.9820 2.0314 0.08 0.22 0.37 -0.41
O 4.6253 -9.9757 2.9873 -0.41 -0.36 0.33 -0.59
O 4.0985 -9.8363 0.5837 -0.43 0.12 0.41 -0.26
H 3.6155 -11.8246 0.4095 0.01 -0.02 -0.11 0.24
H 3.0792 -10.8038 -0.9455 0.14 0.18 0.01 0.33
H 1.2578 -11.4622 0.9250 0.00 0.04 0.24 0.34
H 1.3366 -9.7621 0.4149 0.02 0.00 0.02 0.20
Li 2.7225 -12.0462 3.4010 0.22 0.75 -0.05 0.96
F 5.9794 3.5574 6.6021 -0.57 0.32 -1.28 -0.65
O 5.8568 -2.9064 -2.4254 0.85 0.30 0.20 -1.08
V 7.4022 -2.1985 -2.6843 1.02 0.21 -0.44 1.54
O 8.9098 -1.4714 -2.9026 -1.81 -0.78 0.37 -0.87
```
Forces are in eV/Å.

Its charge is +1. Its orbital gap is 1.3 eV. As for the spin multiplicity: 1. The calculation puts the electronic energy at -286336.99870 eV.



Formula: C46H38N2O8S
Source: OMol25
Level of theory: the ωB97M-V functional and the def2-TZVPD basis

```
95
Properties=species:S:1:pos:R:3:forces:R:3:mulliken_charge:R:1
C 3.1789 -2.6107 5.6339 0.52 1.11 -1.03 -0.98
C 3.5445 -2.1657 4.0664 -1.24 -0.94 0.48 0.17
O 4.9885 -1.9366 3.8971 -0.47 -0.71 -1.80 -0.41
C 5.4032 -2.1740 2.4778 -1.09 1.54 -0.53 -0.53
C 4.4914 -1.0973 1.5879 -1.47 2.14 -1.75 0.41
C 3.3282 -1.5833 0.4978 1.08 4.02 0.84 -0.64
C 2.4432 -0.4474 -0.3535 2.78 1.37 2.19 0.75
C 1.3165 -0.8488 -1.4725 0.35 -0.77 0.58 -0.68
C -0.0628 0.0335 -1.4292 -0.57 -0.21 -0.46 -0.62
C -0.5843 0.4452 0.0690 -0.91 -0.11 -0.29 -0.16
C -0.9065 -0.8200 1.0648 -0.27 0.73 1.19 0.12
C -1.7352 -0.1712 2.3643 0.55 1.44 -0.53 -0.64
O -3.0786 -0.7448 2.5409 0.57 1.68 -1.00 -0.32
C -4.0706 -0.0075 1.7368 -0.89 -0.40 -1.14 -0.57
C 2.8048 1.1185 -0.0299 1.75 -1.53 1.41 0.14
C 3.9263 1.5981 1.0648 -0.56 -3.25 -0.77 0.04
C 4.8128 0.5118 1.9124 -3.40 -0.58 -3.51 -0.61
C 3.8744 3.2358 1.0587 3.41 2.16 1.43 0.11
O 4.7952 4.1592 1.3834 -6.56 -6.14 -2.14 -0.54
N 2.4231 3.4626 0.5851 2.32 -1.88 -2.30 0.32
N 2.0996 4.7557 0.2056 -7.21 3.03 2.96 -0.62
C 0.8399 5.0659 0.7042 1.54 0.30 -0.51 0.36
S -0.6997 5.5806 1.3023 5.58 -1.84 -2.31 -0.10
C 2.2194 2.5280 -0.6260 -0.70 -0.60 -2.92 0.47
O 1.7338 2.8786 -1.8194 3.57 -3.40 8.30 -0.65
H 2.0302 -2.3441 5.7667 2.48 -0.82 -0.10 0.27
H 3.4215 -3.7379 5.8450 -0.53 2.33 -0.36 0.27
H 3.8312 -1.8838 6.3109 -1.48 -1.73 -1.24 0.31
H 2.8764 -1.2037 3.8655 1.72 -1.85 0.09 0.12
H 3.2437 -3.0238 3.3059 0.27 1.76 1.62 0.10
H 5.2613 -3.2853 2.1401 -0.04 2.09 0.66 0.25
H 6.5176 -1.8659 2.2936 -2.14 -0.59 0.86 0.38
H 3.1770 -2.7515 0.3337 0.22 2.88 0.37 0.15
H 1.0371 -1.9917 -1.2821 0.69 2.47 -0.26 0.25
H 1.8063 -0.8178 -2.5421 -0.91 0.13 2.15 0.35
H -0.0039 0.9645 -2.1745 0.07 -1.93 1.96 0.12
H -0.9148 -0.6610 -1.8956 1.86 1.42 1.03 0.43
H 0.1017 1.1941 0.6500 -1.07 -1.43 -1.24 0.06
H -1.6234 1.0124 -0.0861 2.27 -1.17 0.26 0.18
H 0.0766 -1.2968 1.5409 -2.04 0.83 -1.47 -0.07
H -1.6158 -1.6315 0.5858 1.62 1.59 0.83 0.18
H -1.0745 -0.2050 3.3513 -1.75 -0.38 -1.94 0.26
H -1.8959 0.9906 2.1433 0.50 -2.34 0.50 0.41
H -3.6443 0.3830 0.7033 -0.63 -0.90 2.15 0.21
H -4.9217 -0.7861 1.4631 1.74 1.68 0.72 0.26
H -4.5528 0.9136 2.2755 1.09 -1.76 -0.67 0.22
H 5.6223 0.8783 2.6745 -1.80 -0.97 -1.64 0.36
O 1.1369 -4.8315 2.2929 -0.29 -0.37 -0.08 -0.65
C 0.3298 -5.7465 2.1852 0.77 0.96 0.13 0.43
C 0.7838 -7.1072 1.8321 0.49 -0.39 -0.14 0.15
C 2.1493 -7.3546 1.6401 0.07 -0.32 -0.06 -0.55
C 2.5899 -8.6457 1.3456 -0.20 0.29 0.08 -0.54
C 1.6721 -9.6907 1.2435 -0.33 0.19 0.06 -0.45
C 0.3095 -9.4429 1.4171 0.32 -0.08 -0.05 -0.60
C -0.1361 -8.1473 1.7058 0.52 -0.40 -0.10 0.42
C -1.5809 -7.8911 1.8700 -1.09 -1.08 -0.17 0.55
O -2.3934 -8.7938 1.7049 0.55 0.56 0.10 -0.70
C -2.0330 -6.5360 2.2423 -0.49 0.34 0.13 0.35
C -3.3988 -6.2905 2.4361 -0.09 0.27 0.08 -0.57
C -3.8325 -5.0210 2.8211 0.28 -0.32 -0.12 -0.65
C -2.9067 -3.9960 3.0138 0.26 -0.09 0.01 -0.40
C -1.5464 -4.2348 2.8072 -0.34 0.02 0.03 -0.64
C -1.1088 -5.5067 2.4152 -0.42 0.44 0.18 0.27
H 2.8720 -6.5448 1.7236 -0.31 -0.10 0.04 0.49
H 3.6510 -8.8370 1.2013 -0.20 0.05 0.03 0.40
H 2.0168 -10.6994 1.0266 -0.08 0.19 0.03 0.38
H -0.4017 -10.2627 1.3308 0.04 0.33 0.04 0.46
H -4.1269 -7.0871 2.2923 0.33 0.08 0.00 0.46
H -4.8929 -4.8334 2.9750 0.20 -0.05 -0.03 0.39
H -3.2438 -3.0090 3.3233 0.13 -0.16 -0.13 0.48
H -0.8304 -3.4282 2.9567 -0.06 -0.29 -0.10 0.49
O -3.6348 5.4664 -3.0968 0.30 0.34 -0.41 -0.70
C -2.9419 6.0934 -3.8887 -0.64 -0.73 0.90 0.45
C -3.5625 7.0304 -4.8473 -0.55 0.30 -0.25 0.22
C -4.9509 7.2170 -4.8346 -0.12 0.23 -0.21 -0.53
C -5.5404 8.1302 -5.7101 0.24 -0.20 0.18 -0.46
C -4.7483 8.8586 -6.5972 0.35 -0.14 0.08 -0.46
C -3.3668 8.6612 -6.6235 -0.34 0.06 -0.01 -0.54
C -2.7734 7.7407 -5.7512 -0.57 0.31 -0.19 0.17
C -1.3135 7.5254 -5.7985 0.98 0.62 -0.91 0.79
O -0.6273 8.1089 -6.6296 -0.45 -0.30 0.46 -0.69
C -0.6908 6.6040 -4.8275 0.48 -0.20 0.15 0.18
C 0.6981 6.4200 -4.8401 0.19 -0.19 0.19 -0.97
C 1.2994 5.5770 -3.9042 -0.41 0.27 -0.28 -0.89
C 0.5183 4.9177 -2.9555 -0.62 0.53 -0.01 -0.26
C -0.8677 5.0885 -2.9505 0.33 0.11 -0.19 -0.46
C -1.4745 5.9297 -3.8923 0.40 -0.28 0.29 0.03
H -5.5749 6.6560 -4.1411 0.31 0.07 -0.10 0.44
H -6.6181 8.2773 -5.6958 0.20 -0.04 0.01 0.39
H -5.2063 9.5796 -7.2707 0.10 -0.14 0.11 0.39
H -2.7553 9.2297 -7.3223 0.00 -0.25 0.23 0.45
H 1.3149 6.9353 -5.5746 -0.32 -0.03 0.11 0.44
H 2.3783 5.4385 -3.9130 -0.18 0.03 0.01 0.46
H 0.9879 4.2681 -2.2200 -0.52 0.91 -0.58 1.10
H -1.4706 4.5675 -2.2084 -0.01 0.19 -0.24 0.61
```
Forces are in eV/Å.

Its charge is 0. Its orbital gap is 7.7 eV. As for the spin multiplicity: 1. Its structure (SMILES) is CCOCc1cc(CCCCCOC)c2c(c1)C(=O)N(N=C=S)C2=O.O=C1c2ccccc2C(=O)c2ccccc21.O=C1c2ccccc2C(=O)c2ccccc21. The calculation puts the electronic energy at -78496.78379 eV.



Question: Among the records above, which one has the highest electronic energy?
Answer: C46H38N2O8S